[1]
{
  "formula": "C18H22N2O4S",
  "method": "ωB97M-V/def2-TZVPD",
  "symbols": ["C", "H", "O", "C", "C", "H", "C", "N", "C", "O", "C", "C", "C", "C", "C", "C", "N", "S", "O", "O", "C", "C", "C", "C", "C", "C", "H", "H", "C", "H", "H", "H", "H", "H", "H", "H", "H", "H", "H", "H", "H", "H", "H", "H", "H", "H", "H"],
  "positions_angstrom": [[-1.586901, 0.947413, -1.966889], [-2.431432, 1.646108, -1.999628], [-0.623149, 1.370565, -1.031812], [-0.215791, 2.714285, -1.134835], [0.743604, 3.021605, -2.291727], [0.265751, 2.785570, -3.245619], [2.065105, 2.254209, -2.176866], [1.901081, 0.845481, -2.437297], [1.820054, -0.072870, -1.444618], [2.064246, 0.208526, -0.278189], [1.401622, -1.424749, -1.892730], [1.691340, -1.900986, -3.170859], [1.204165, -3.116875, -3.605396], [0.396312, -3.873568, -2.766618], [0.122159, -3.439100, -1.487695], [0.643143, -2.230259, -1.024364], [0.408279, -1.850646, 0.281955], [-1.138054, -2.061885, 0.925373], [-2.106466, -1.624999, -0.044584], [-1.264217, -3.408198, 1.400972], [-1.068167, -0.938425, 2.305951], [-1.010853, 0.421930, 2.066557], [-0.945276, 1.287770, 3.142814], [-0.937519, 0.804372, 4.449366], [-0.995071, -0.568657, 4.660614], [-1.059761, -1.444157, 3.589903], [-1.107182, -2.512687, 3.726467], [-0.989472, -0.955009, 5.669223], [-0.852687, 1.757775, 5.601069], [-1.066574, 1.256247, 6.540945], [-1.554376, 2.579208, 5.471257], [0.149232, 2.182580, 5.658473], [-0.899367, 2.353510, 2.972569], [-1.016106, 0.781039, 1.049497], [0.859587, -0.964362, 0.506990], [-0.486618, -4.020910, -0.814990], [-0.005869, -4.814498, -3.110807], [1.446477, -3.473619, -4.595079], [2.330990, -1.323948, -3.824638], [1.548710, 0.592339, -3.346739], [2.463260, 2.341257, -1.163491], [2.792150, 2.662420, -2.887029], [0.952513, 4.092230, -2.276381], [0.291058, 2.923779, -0.188314], [-1.099542, 3.366896, -1.217309], [-1.168294, 0.849787, -2.975292], [-1.932096, -0.026491, -1.620199]],
  "atomic_forces_ev_per_a": [[-0.141, -0.081, -0.070], [-0.003, -0.006, -0.028], [0.081, -0.073, 0.126], [0.042, 0.276, -0.126], [0.004, -0.422, 0.375], [-0.013, 0.100, -0.077], [-0.041, 0.345, -0.001], [0.065, -0.082, -0.266], [0.153, 0.157, -0.351], [-0.018, -0.016, 0.226], [-0.214, -0.311, 0.264], [-0.022, -0.040, 0.073], [0.009, -0.012, -0.120], [0.014, 0.081, 0.011], [0.086, 0.030, -0.083], [0.106, -0.346, -0.818], [-0.621, 0.312, 0.985], [0.345, 0.203, -0.122], [0.004, 0.206, 0.155], [0.117, -0.012, 0.233], [0.109, -0.375, -0.419], [-0.033, 0.170, -0.041], [-0.004, -0.152, -0.036], [-0.021, -0.074, -0.032], [-0.033, 0.067, -0.100], [0.012, -0.223, 0.001], [0.012, -0.122, 0.098], [-0.010, -0.040, 0.089], [0.043, 0.005, -0.013], [-0.012, 0.016, 0.086], [-0.038, 0.068, 0.047], [0.046, 0.058, 0.063], [-0.005, 0.116, -0.041], [0.006, 0.153, -0.157], [-0.034, 0.083, 0.218], [-0.035, -0.176, 0.003], [-0.039, -0.084, -0.007], [0.031, -0.024, -0.067], [0.032, 0.054, -0.029], [-0.009, -0.076, 0.134], [0.054, 0.062, -0.140], [-0.011, -0.024, 0.149], [-0.031, 0.058, -0.048], [-0.035, 0.099, -0.050], [0.068, -0.067, 0.067], [0.004, 0.019, -0.010], [-0.025, 0.100, -0.153]],
  "orbital_gap_ev": 9.15,
  "lumo_ev": 0.66,
  "smiles": "COCCCNC(=O)c1ccccc1NS(=O)(=O)c1ccc(C)cc1"
}

[2]
{
  "formula": "C18H22N3O7P2S2V",
  "method": "ωB97M-V/def2-TZVPD",
  "symbols": ["V", "C", "C", "N", "N", "C", "S", "S", "C", "C", "C", "C", "C", "C", "C", "C", "C", "C", "C", "C", "C", "O", "H", "H", "H", "H", "H", "H", "H", "H", "H", "H", "H", "H", "H", "H", "N", "C", "C", "P", "O", "O", "O", "P", "O", "O", "O", "H", "H", "H", "H", "H", "H", "H", "H"],
  "positions_angstrom": [[-0.060714, 0.392675, -0.657135], [0.142988, 4.571891, 0.815401], [0.050962, 3.361529, -0.078441], [0.552404, 2.208959, 0.242659], [2.627921, 0.826821, 1.226230], [2.441021, -0.332447, 0.689469], [1.153321, -0.031494, -2.637564], [3.769363, -1.500195, 0.678189], [5.058947, -0.575453, 1.558269], [5.800310, 0.413492, 0.701390], [6.658202, -0.027037, -0.303441], [7.349593, 0.876563, -1.093612], [7.192036, 2.241078, -0.886979], [6.338729, 2.688322, 0.110186], [5.643252, 1.780694, 0.898449], [-0.656779, 3.568142, -1.350601], [-0.671728, 4.859845, -1.903149], [-1.303441, 5.142796, -3.092728], [-1.984850, 4.120805, -3.755968], [-2.002726, 2.848839, -3.237906], [-1.329643, 2.535224, -2.042480], [-1.392057, 1.295747, -1.612205], [0.299672, 4.294923, 1.848705], [-0.767860, 5.154913, 0.706349], [0.996523, 5.191367, 0.529460], [5.739582, -1.349349, 1.917992], [4.597658, -0.094109, 2.419569], [6.769249, -1.091834, -0.477785], [8.007966, 0.516647, -1.875013], [7.726163, 2.950960, -1.506699], [6.196032, 3.750245, 0.267036], [4.949714, 2.130466, 1.652640], [-0.146705, 5.654543, -1.393498], [-1.271974, 6.143764, -3.501894], [-2.499467, 4.327336, -4.686869], [-2.519864, 2.038401, -3.734084], [0.831763, -0.184974, 3.279803], [0.272754, 1.103824, 2.825637], [0.114051, 2.020764, 4.044532], [1.502917, 1.906246, 1.663604], [3.443424, 1.027337, 4.354918], [2.134447, 3.097026, 2.282679], [1.370302, -0.791637, 0.168522], [-1.386405, 0.896747, 2.056166], [-2.166981, 0.026482, 3.185057], [-2.065288, 2.195051, 1.845752], [-1.196199, -0.077418, 0.888760], [2.689218, 0.476566, 4.068996], [0.807636, -0.857009, 2.517343], [0.216740, -0.552387, 3.999960], [1.073815, 2.178859, 4.532569], [-0.572029, 1.552599, 4.755766], [-0.299534, 2.983931, 3.752719], [3.357603, 1.815515, 3.799138], [-2.868351, 0.582741, 3.545780]],
  "atomic_forces_ev_per_a": [[0.098, 0.036, -0.139], [0.098, 0.021, -0.075], [0.026, -0.026, 0.061], [-0.047, -0.171, -0.078], [0.022, -0.005, 0.040], [-0.084, -0.019, -0.054], [-0.046, 0.004, 0.050], [0.018, 0.011, -0.021], [0.011, -0.024, 0.022], [0.005, 0.002, -0.022], [-0.015, 0.002, 0.004], [0.017, 0.000, -0.004], [0.013, 0.001, -0.001], [-0.034, -0.003, -0.012], [-0.013, 0.021, 0.012], [-0.030, -0.026, -0.026], [-0.019, -0.019, -0.044], [0.011, 0.016, 0.031], [0.000, -0.023, -0.013], [-0.003, 0.004, 0.002], [-0.012, 0.000, 0.022], [0.025, 0.109, -0.040], [-0.048, -0.024, 0.024], [-0.006, -0.002, 0.050], [0.000, -0.020, -0.023], [0.011, -0.002, 0.014], [0.019, 0.000, -0.006], [0.007, -0.001, 0.007], [-0.005, 0.005, 0.003], [-0.002, -0.005, 0.002], [0.004, 0.000, 0.010], [0.017, -0.006, -0.005], [0.008, 0.025, 0.023], [-0.003, -0.004, 0.001], [0.000, 0.000, 0.000], [-0.002, 0.007, -0.009], [-0.015, 0.020, 0.025], [0.000, 0.067, 0.055], [0.001, -0.007, -0.007], [0.054, 0.049, 0.037], [-0.126, -0.041, -0.035], [-0.099, 0.019, -0.046], [0.012, -0.017, 0.045], [0.002, -0.032, 0.027], [-0.042, 0.029, 0.004], [-0.031, 0.005, 0.021], [0.032, 0.063, 0.080], [0.121, 0.026, 0.013], [0.028, -0.014, -0.004], [-0.014, -0.002, -0.004], [-0.001, -0.002, 0.000], [-0.001, -0.001, 0.002], [-0.005, -0.010, 0.013], [0.004, -0.006, -0.002], [0.039, -0.032, -0.025]],
  "orbital_gap_ev": [7.90, 7.16],
  "spin_multiplicity": 4,
  "lumo_ev": [2.43, 1.52],
  "charge": -1
}